1.
C51H52F2N7O2S3SiW | wB97M-V/def2-TZVPD

Geometry as XYZ:
```
119
Properties=species:S:1:pos:R:3:forces:R:3:mulliken_spin:R:1
W -0.90520 -1.34830 0.31764 -1.1 -1.1 -0.3 0.72
N 0.29375 -0.03251 1.21822 1.4 0.8 0.0 0.03
S 0.51781 1.44344 1.21962 -1.8 -0.7 1.4 0.06
N -0.41467 2.44278 0.39429 1.1 0.5 0.1 0.01
S -0.50967 2.58209 -1.20898 -0.1 -0.3 0.1 0.10
N 1.42373 1.06540 -1.83638 0.0 0.1 -0.1 0.85
S 0.67822 -0.22786 -2.30473 0.2 -0.4 0.3 -0.06
N 0.02731 -1.23351 -1.38109 -0.1 0.0 -0.6 0.02
C -0.52144 0.18662 -3.57050 0.0 0.2 0.0 0.04
C -1.86496 -0.05658 -3.33942 0.0 0.0 0.0 0.00
C -2.78401 0.32471 -4.31010 0.0 0.0 0.0 0.00
C -2.35675 0.92939 -5.48221 0.0 0.0 0.0 0.00
C -1.00263 1.16827 -5.69600 0.0 0.0 0.0 0.00
C -0.07625 0.80239 -4.73383 0.0 0.0 0.0 0.00
C 1.94340 -1.08394 -3.22476 0.0 -0.1 -0.1 0.07
C 1.67533 -2.39355 -3.60023 0.0 0.0 0.0 0.00
C 2.64522 -3.09582 -4.29642 0.0 0.0 0.0 0.01
C 3.86015 -2.49181 -4.59872 0.0 0.0 0.0 0.00
C 4.11160 -1.18362 -4.21058 0.0 0.0 0.0 0.01
C 3.14673 -0.46407 -3.51938 0.0 0.0 0.0 0.01
C 0.42551 4.03964 -1.62491 -0.1 0.1 0.0 -0.03
C 0.38540 5.13736 -0.77512 0.0 0.1 -0.1 0.00
C 1.08812 6.27668 -1.12525 0.0 0.0 0.0 0.00
C 1.80722 6.31088 -2.31694 0.0 0.0 0.0 0.00
C 1.83057 5.20828 -3.15675 0.0 0.0 0.0 0.00
C 1.13936 4.05381 -2.81071 0.0 0.0 0.0 0.01
C -2.17384 3.22124 -1.36573 0.0 -0.1 -0.1 0.02
C -2.54164 3.66447 -2.62925 0.0 0.0 0.0 0.00
C -3.83681 4.11005 -2.83054 0.0 0.0 0.0 0.00
C -4.74731 4.09471 -1.78121 0.0 0.0 0.0 0.01
C -4.36774 3.62355 -0.53253 0.0 0.0 0.0 0.00
C -3.07330 3.17060 -0.31537 0.0 -0.1 0.0 0.00
C -0.02270 2.06803 2.84993 0.1 -0.1 -0.1 0.00
C 0.53878 1.43253 3.95094 0.1 -0.1 0.0 0.00
C 0.15569 1.79639 5.23099 0.0 0.0 0.0 0.00
C -0.79167 2.79639 5.41553 0.0 0.0 0.0 0.00
C -1.34700 3.42853 4.31411 0.0 0.0 0.0 0.00
C -0.96288 3.06942 3.02759 0.0 0.1 -0.1 0.00
C 2.24945 1.84863 1.39383 0.0 0.4 -0.9 0.01
C 3.14873 0.86450 1.76476 -0.1 0.1 0.2 0.00
C 4.48166 1.21429 1.93071 0.0 -0.1 0.0 0.00
C 4.89885 2.51659 1.70092 0.0 0.0 0.0 0.00
C 3.98431 3.48930 1.31384 0.0 0.0 0.0 0.00
C 2.64944 3.15620 1.15533 0.0 0.0 0.1 0.00
H -2.18918 -0.51785 -2.41707 0.0 0.0 0.0 0.01
H -3.83838 0.14826 -4.14087 0.0 0.0 0.0 0.00
H -3.07850 1.21438 -6.23698 0.0 0.0 0.0 0.00
H -0.66942 1.63224 -6.61510 0.0 0.0 0.0 0.00
H 0.98156 0.97674 -4.89073 0.0 0.0 0.0 0.00
H 0.73430 -2.85350 -3.32585 0.0 0.0 0.0 0.00
H 2.45680 -4.11825 -4.59547 0.0 0.0 0.0 0.00
H 4.61646 -3.04808 -5.13685 0.0 0.0 0.0 0.00
H 5.06239 -0.72178 -4.44119 0.0 0.0 0.0 0.00
H 3.32422 0.55107 -3.19076 0.0 0.0 0.0 -0.01
H -0.18536 5.09171 0.14470 0.0 0.0 0.0 0.00
H 1.07140 7.14133 -0.47487 0.0 0.0 0.0 0.00
H 2.35302 7.20476 -2.58891 0.0 0.0 0.0 0.00
H 2.39573 5.23891 -4.07887 0.0 0.0 0.0 0.00
H 1.16880 3.16945 -3.43404 0.0 0.0 0.0 0.00
H -1.82768 3.66361 -3.44600 0.0 0.0 0.0 0.00
H -4.13628 4.46473 -3.80788 0.0 0.0 0.0 0.00
H -5.75905 4.44352 -1.94175 0.0 0.0 0.0 0.00
H -5.08399 3.59877 0.27827 0.0 0.0 0.0 0.00
H -2.77125 2.75876 0.63643 0.0 0.0 0.0 0.00
H 1.27635 0.65043 3.81290 0.0 0.0 0.0 0.00
H 0.60314 1.30370 6.08495 0.0 0.0 0.0 0.00
H -1.08754 3.08675 6.41526 0.0 0.0 0.0 0.00
H -2.08040 4.21294 4.44923 0.0 0.0 0.0 0.00
H -1.39460 3.56758 2.17230 0.0 0.0 0.0 0.00
H 2.80520 -0.14259 1.94467 0.0 0.0 0.0 0.00
H 5.19399 0.45985 2.23921 0.0 0.0 0.0 0.00
H 5.94190 2.77643 1.82482 0.0 0.0 0.0 0.00
H 4.31167 4.50490 1.13415 0.0 0.0 0.0 0.00
H 1.92642 3.90492 0.85692 0.0 0.0 0.0 0.00
C 2.26250 -4.63248 0.22860 0.0 -0.1 0.0 0.00
Si 1.90271 -2.99106 1.09034 0.0 0.1 0.1 0.00
C 2.83581 -2.83744 2.73014 0.1 0.1 0.0 0.00
C 2.71447 -1.76238 -0.06893 0.0 0.0 0.0 0.01
N 0.13700 -2.84837 1.37824 0.1 0.3 -0.1 0.05
C -0.41610 -4.01293 1.96226 0.0 0.0 0.1 0.01
C 0.39904 -4.99962 2.55720 0.1 0.0 0.0 0.00
C -0.07035 -6.14635 3.17154 0.0 0.0 0.0 0.00
C -1.42990 -6.39507 3.25591 0.0 0.0 0.0 0.00
C -2.28068 -5.45143 2.71447 0.0 0.0 0.0 0.00
C -1.78054 -4.31653 2.10525 0.0 0.0 0.0 0.01
F -2.74141 -3.47103 1.65157 0.0 0.0 0.0 0.00
H 2.77109 -4.44001 -0.71789 0.0 0.0 0.0 0.00
H 1.34387 -5.18183 0.01240 0.0 0.0 0.0 0.00
H 2.90467 -5.29101 0.81857 0.0 0.0 0.0 0.00
H 3.88370 -2.59380 2.53235 0.0 0.0 0.0 0.00
H 2.82760 -3.73442 3.34915 0.0 0.0 0.0 0.00
H 2.42031 -2.03161 3.34421 0.0 0.0 0.0 0.00
H 3.77076 -1.72033 0.21842 0.0 0.0 0.0 0.00
H 2.32802 -0.75099 -0.09758 0.0 0.0 0.0 0.03
H 2.67595 -2.17772 -1.07386 0.0 0.0 0.0 0.00
H 1.46833 -4.87706 2.54376 -0.1 0.0 0.0 0.00
H 0.64472 -6.84390 3.58815 0.0 0.0 0.0 0.00
H -1.81655 -7.28667 3.72942 0.0 0.0 0.0 0.00
H -3.35709 -5.56116 2.74928 0.0 0.0 0.0 0.00
C -0.76751 -1.64089 4.12138 0.0 0.0 0.0 0.00
C -1.99631 -1.16028 3.43698 0.0 0.1 0.0 0.01
N -2.20350 -0.95007 2.14731 -0.1 -0.3 -0.1 0.02
C -3.51751 -0.54147 2.00509 0.0 0.0 0.0 0.01
C -4.10404 -0.49605 3.22197 0.0 0.0 0.1 0.00
N -3.12924 -0.88780 4.11366 0.0 0.0 0.0 0.00
H 0.09043 -1.50629 3.47041 0.0 0.0 0.0 0.00
H -0.85057 -2.70433 4.35379 0.0 0.0 0.0 0.00
H -0.61733 -1.08942 5.05048 0.0 0.0 0.0 0.00
H -3.92152 -0.30848 1.03722 0.0 0.0 0.0 0.00
H -5.09630 -0.22239 3.53187 0.0 0.0 0.0 0.00
H -3.22590 -0.95398 5.11142 0.0 0.0 0.0 0.00
F -2.03455 0.18096 -0.19214 0.2 0.2 0.1 0.04
C -2.98577 -4.49723 -1.97741 0.0 0.0 0.0 0.00
O -1.73396 -4.13131 -1.34353 0.1 -0.2 0.2 0.00
C -1.72304 -3.01645 -0.68660 -0.2 0.6 0.0 -0.13
O -2.68580 -2.22633 -0.63148 0.0 0.0 -0.1 0.04
H -2.88178 -5.54434 -2.23878 0.0 0.0 0.0 0.00
H -3.13018 -3.89027 -2.86892 0.0 0.0 0.0 0.00
H -3.81116 -4.34771 -1.28694 0.0 0.0 0.0 0.00
```
Forces are in eV/Å.

Net charge   +1
Orbital gap (spin up / spin down)   6.90 / 5.90 eV
F_max   2.37 eV Å⁻¹
2S+1   3
Energy above the lowest of the compared OMol25 structures with the same formula, charge and spin   0.0 kJ/mol
Highest occupied orbital energy (spin up / spin down)   -8.98 / -9.43 eV


2.
C2H3O2Rb | wB97M-V/def2-TZVPD

Geometry as XYZ:
```
8
Properties=species:S:1:pos:R:3:forces:R:3:lowdin_charge:R:1
Rb 1.73802 1.64761 -2.98211 -0.7 -0.1 0.9 0.95
C 0.03197 -0.80563 0.70128 0.4 0.4 0.5 -0.04
C -0.57769 0.43702 0.13643 -2.1 1.7 -1.5 -0.83
O -1.77443 0.68582 0.25346 -1.6 -1.3 1.6 -0.04
O 0.04822 1.24931 -0.60131 3.7 0.1 -1.4 -0.25
H 0.05853 -1.55059 -0.09398 0.1 -0.2 0.2 0.07
H -0.56279 -1.12085 1.55860 0.1 -0.3 -0.2 0.07
H 1.03818 -0.54270 1.02763 0.2 -0.4 0.0 0.06
```
Forces are in eV/Å.

Orbital gap   5.46 eV
F_max   4.01 eV Å⁻¹
Energy above the lowest of the compared OMol25 structures with the same formula, charge and spin   41.5 kJ/mol
Highest occupied orbital energy   -6.69 eV


Among the records above, which one has the lowest energy above the lowest of the compared OMol25 structures with the same formula, charge and spin?
C51H52F2N7O2S3SiW


F_max of number 1 (C51H52F2N7O2S3SiW)?
2.37 eV Å⁻¹